Entry 1:
The following is a DFT calculation (ωB97M-V/def2-TZVPD) of C5H7GdO5 as an isolated structure in a non-equilibrium geometry.

```
18
Properties=species:S:1:pos:R:3:forces:R:3
O 2.2500 0.7323 -0.2590 0.137 -0.135 1.465
C 2.7264 -0.0366 0.5289 2.731 -0.902 -2.389
O 3.5492 -0.7810 0.8846 -2.131 1.049 0.846
O -1.6394 1.7150 -1.0561 -7.305 0.427 -2.651
C -2.7343 0.9846 -1.2576 2.234 1.046 -0.127
C -3.0384 -0.0871 -0.2684 -0.401 -0.396 0.391
O -1.7851 -0.7412 0.0428 -0.289 0.315 -0.699
C -1.6850 -1.4222 1.2907 -0.239 -0.566 0.968
C -0.1964 -1.6141 1.5612 0.041 -0.607 0.167
O 0.4877 -0.4115 1.3484 0.048 -0.772 0.918
Gd -0.1321 0.9079 -0.1160 4.884 -0.568 1.376
H -3.3035 1.0917 -2.1878 0.078 0.272 0.392
H -3.7649 -0.8169 -0.6539 0.171 0.281 0.037
H -3.4243 0.3195 0.6889 -0.035 0.108 -0.415
H -2.2183 -2.3838 1.2476 0.140 0.260 -0.015
H -2.1425 -0.7987 2.0776 0.119 -0.122 -0.194
H 0.1954 -2.3992 0.8864 -0.137 0.192 0.255
H -0.0789 -1.9778 2.5977 -0.046 0.117 -0.324
```
Forces are in eV/Å.

Summary:
LUMO (spin up / spin down) = -5.9 / -4.8 eV
energy above the lowest of the compared OMol25 structures with the same formula, charge and spin = 0.0 kJ/mol
multiplicity = 9
E = -36362.669 eV
net charge = +1
orbital gap (spin up / spin down) = 5.3 / 9.2 eV

Entry 2:
The following is a DFT calculation (ωB97M-V/def2-TZVPD) of C6H12FOPS2 as an isolated structure in a non-equilibrium geometry.

```
23
Properties=species:S:1:pos:R:3:forces:R:3
C -2.9394 -0.4767 -1.0806 -0.494 0.076 3.275
C -2.2730 -1.5319 -0.1880 3.511 1.370 -3.883
C -2.7211 0.9141 -0.4937 1.860 1.216 0.175
C 0.1180 -0.1458 -0.0816 -1.413 1.752 -2.861
C 2.0702 1.8664 0.2679 4.717 -2.796 1.155
C 2.7565 -0.8993 0.3799 3.329 2.882 0.854
O 2.1825 0.2455 -2.0326 -0.796 0.185 1.022
F -2.6798 0.8930 0.9280 -0.771 0.095 -1.063
P 1.8086 0.3079 -0.5867 1.138 -0.258 0.251
S -0.3982 -1.6211 -0.8539 -1.541 -0.431 0.772
S -1.0608 1.5524 -1.0579 0.909 -1.917 1.467
H -2.5506 -0.3708 -2.0283 0.956 -0.546 -2.140
H -3.9343 -0.8320 -1.1620 -1.493 0.409 -0.030
H -2.0609 -1.3090 0.7862 -0.271 0.754 2.506
H -2.6021 -2.4991 -0.3132 -0.991 -1.992 -0.304
H -3.2877 1.7931 -0.8737 -0.581 -1.072 0.604
H -0.2066 -0.0269 0.9275 0.089 0.276 0.688
H 1.5401 1.9624 1.1386 -1.443 -0.119 2.311
H 3.2034 2.0486 0.5427 -2.059 -0.769 -0.613
H 1.8424 2.6344 -0.2943 -1.378 3.893 -3.200
H 3.7622 -1.0420 -0.1805 -1.613 0.224 1.140
H 2.9247 -0.6076 1.4905 -0.073 -0.063 -1.925
H 2.2638 -1.7754 0.4499 -1.595 -3.168 -0.201
```
Forces are in eV/Å.

Summary:
LUMO = 0.0 eV
multiplicity = 1
E = -42139.300 eV
orbital gap = 8.5 eV

Entry 3:
The following is a DFT calculation (ωB97M-V/def2-TZVPD) of C26H24BrIrN4OP as an isolated structure in a non-equilibrium geometry.

```
58
Properties=species:S:1:pos:R:3:forces:R:3
Ir 0.2360 -0.8651 -0.8163 0.094 -4.236 -2.443
C -0.6642 -2.8504 -3.8578 0.930 0.899 0.389
C -1.9484 -2.5568 -3.0770 -0.704 -0.214 -0.080
C -3.1270 -2.9067 -4.0285 -0.842 0.581 0.590
C -2.1161 -1.0487 -2.6462 -0.094 -0.780 -0.847
C -3.5316 -0.5159 -2.5811 -0.788 0.624 -0.291
O -3.4193 0.6037 -1.6653 1.103 0.096 1.665
C -2.3621 0.3751 -0.8566 -1.605 0.518 -1.826
N -1.6427 -0.6356 -1.3028 -0.095 0.763 0.053
C -2.1602 1.3369 0.2352 0.336 0.007 0.990
C -3.1777 2.2652 0.5088 -0.279 -0.100 -0.532
C -3.0207 3.2843 1.4363 0.454 0.107 0.580
C -1.8556 3.3664 2.2269 -0.138 -0.101 -1.009
C -0.8100 2.4809 1.9390 -0.877 0.043 0.000
C -0.9868 1.4403 1.0247 0.139 0.659 -0.670
P 0.4691 0.3820 0.8849 0.371 2.129 2.762
C 1.8809 1.4861 0.6943 0.650 -0.631 -0.049
C 1.7418 2.6968 0.0369 -0.373 0.763 -0.083
C 2.8066 3.6009 0.0128 0.043 -0.535 0.181
C 4.0508 3.2123 0.5027 -0.115 0.646 -0.275
C 4.2497 1.9163 0.9544 -0.290 0.175 -0.295
C 3.1741 1.0594 1.0737 -0.257 0.164 -0.114
C 0.5043 -0.3230 2.5173 1.303 0.537 1.289
C -0.3081 -1.3994 2.8678 0.405 -0.426 0.443
C -0.2704 -1.9347 4.1544 0.483 0.508 0.653
C 0.5875 -1.3583 5.1103 -0.769 -0.803 -0.154
C 1.3800 -0.2844 4.7854 0.244 1.123 -0.474
C 1.3331 0.2757 3.4949 -0.801 -0.948 0.478
H -0.6759 -3.7876 -4.4241 -0.395 0.225 0.115
H 0.2299 -2.9472 -3.1947 -0.445 0.361 -0.386
H -0.5211 -1.9990 -4.5640 0.243 -0.743 0.287
H -1.9796 -3.1907 -2.1724 -0.268 0.222 -0.277
H -3.0523 -2.3272 -4.9814 0.025 -0.529 0.651
H -4.0959 -2.6134 -3.5335 0.803 -0.595 -0.728
H -3.1674 -3.9878 -4.2452 0.104 0.568 0.037
H -1.5347 -0.4746 -3.3838 -0.132 0.154 0.198
H -4.2644 -1.1787 -2.1206 0.143 -0.219 -0.097
H -3.9538 -0.0730 -3.4938 0.321 -0.470 0.183
H -4.1063 2.1807 -0.0493 0.172 0.197 0.052
H -3.7857 4.0563 1.5183 0.057 -0.396 0.176
H -1.7363 4.1508 2.9757 -0.031 -0.203 -0.290
H 0.1741 2.6158 2.3725 -0.251 -0.060 0.342
H 0.7822 2.9702 -0.4265 0.427 0.027 0.433
H 2.6453 4.5961 -0.3590 0.056 0.181 -0.232
H 4.8819 3.9208 0.5111 -0.276 -0.226 -0.095
H 5.2519 1.6108 1.1744 0.274 -0.285 0.369
H 3.3535 0.0715 1.4635 -0.160 -0.241 0.203
H -0.9604 -1.8235 2.1346 -0.604 -0.170 -0.313
H -0.9001 -2.7491 4.5079 0.013 0.115 -0.525
H 0.5712 -1.7612 6.1220 0.146 0.120 -0.231
H 1.9971 0.2097 5.5390 -0.131 -0.293 -0.206
H 1.8764 1.1889 3.3133 0.193 -0.075 -0.195
Br -0.0407 -3.3017 0.1912 0.175 0.586 -0.046
N 2.1192 -1.1726 -1.3926 2.186 -0.423 -0.147
C 3.2315 -1.5637 -1.4079 0.194 0.441 -0.533
N 4.4523 -1.9583 -1.2738 0.451 0.153 -0.505
C 5.5576 -1.8890 -1.9786 -1.108 -0.013 0.677
N 6.6377 -1.8771 -2.4515 -0.711 0.020 0.155
```
Forces are in eV/Å.

Summary:
LUMO (spin up / spin down) = -6.4 / -10.3 eV
multiplicity = 6
E = -117508.510 eV
net charge = +2
orbital gap (spin up / spin down) = 6.7 / 4.5 eV